{
  "formula": "C29H30N3O3P2PdS2",
  "method": "ωB97M-V/def2-TZVPD",
  "species": ["C", "C", "H", "C", "N", "N", "H", "C", "H", "O", "P", "C", "H", "H", "C", "C", "C", "H", "C", "C", "H", "C", "C", "H", "C", "H", "H", "C", "N", "H", "C", "O", "H", "C", "H", "O", "H", "H", "H", "C", "C", "H", "H", "H", "C", "H", "H", "H", "C", "C", "C", "H", "H", "Pd", "H", "H", "H", "C", "C", "S", "S", "C", "H", "C", "C", "H", "P", "H", "C", "C"],
  "coordinates": [[2.13529, -2.68425, 2.18217], [0.80497, -2.37006, 1.89901], [-0.72387, 2.38590, -4.39021], [-0.49452, 1.80585, 3.81168], [-0.86025, -0.97826, -4.25397], [-2.58814, 3.21673, -4.22644], [6.52627, -1.08083, 2.18965], [0.56035, -0.27349, -0.25187], [-4.41343, -0.65567, -0.05375], [0.36043, -0.19528, -5.97165], [0.34027, -2.02087, 0.19732], [-0.14430, -2.35336, 2.92349], [1.12718, 3.79715, 0.91587], [-5.22605, -2.99103, -0.06672], [4.73690, -0.06280, 2.77950], [-3.26332, -3.84436, 0.04879], [3.52711, 0.47274, 2.36229], [2.86471, 0.93910, 3.08005], [-2.35232, 4.02454, -5.42360], [-0.53737, 3.19463, 3.80366], [-1.03757, 3.72161, 4.60551], [0.14979, 1.12767, 2.78747], [-3.83789, 3.30514, -3.48423], [-1.95135, -0.82505, -2.58392], [0.05519, 3.91096, 2.77163], [-0.78335, -2.02929, -2.53811], [-1.16423, -1.75919, -4.81208], [-1.90261, -3.59416, 0.11039], [-1.00890, -1.08922, -2.85611], [1.86376, -3.15971, 5.52261], [0.24121, -2.63287, 4.22667], [0.76728, 0.59192, -3.91066], [-1.19787, -4.41723, 0.14786], [3.18186, 0.40872, 1.01380], [-1.99628, -0.18962, 0.05805], [-1.74828, 1.70599, -2.76504], [-4.51565, 3.97498, -4.00540], [-3.29633, 4.44766, -5.75434], [-1.18342, -2.13723, 2.70454], [5.58277, -0.66563, 1.85945], [0.15062, -0.16840, -4.78466], [-4.29952, 2.32183, -3.40105], [3.76959, -0.22015, -0.96592], [-0.49529, -2.63031, 5.01954], [0.74274, 1.85224, 1.75338], [5.90329, -1.19332, -0.20010], [2.86205, -2.72530, 1.38108], [0.01619, 4.99200, 2.76758], [-2.34589, -1.21462, 0.05340], [0.68897, 3.24294, 1.73656], [-4.16416, -2.78860, -0.01423], [-3.62329, -4.86475, 0.04613], [0.20932, 0.04657, 2.80839], [0.28790, 0.34435, -1.99819], [5.01764, -0.00716, 3.82303], [-0.95809, 1.25076, 4.61659], [3.54083, -3.21165, 3.70553], [4.03836, -0.18581, 0.08185], [5.23586, -0.72934, 0.51374], [1.46558, -2.91416, -1.11680], [1.73190, 2.05877, -1.29381], [1.56723, -2.93324, 4.50647], [-3.66436, 3.68360, -2.47675], [-3.71008, -1.47686, -0.00940], [-1.63532, 2.40409, -3.77705], [-1.66100, 4.84397, -5.22599], [1.61577, 1.02982, 0.43035], [-1.95527, 3.41073, -6.23002], [-1.44042, -2.27748, 0.11009], [2.51080, -2.96238, 3.48693]],
  "forces_ev_per_angstrom": [[-0.1, 0.0, 0.1], [0.0, 0.0, 0.1], [0.0, 0.0, 0.0], [0.0, 0.0, -0.1], [-0.2, 0.0, 0.2], [0.0, 0.0, 0.0], [0.0, 0.0, 0.0], [0.1, -0.1, 0.1], [0.0, 0.0, 0.0], [0.0, 0.1, 0.0], [0.0, 0.3, 0.1], [0.0, -0.1, 0.0], [0.0, 0.0, 0.0], [0.0, 0.0, 0.0], [0.0, 0.0, 0.0], [0.0, 0.0, 0.0], [0.1, 0.0, 0.0], [0.0, 0.0, 0.0], [0.0, 0.0, 0.0], [0.0, 0.0, 0.0], [0.0, 0.0, 0.0], [0.0, 0.1, 0.1], [0.0, 0.0, 0.0], [-0.1, 0.0, 0.0], [0.0, 0.0, 0.1], [0.0, 0.0, 0.0], [0.0, 0.0, 0.0], [0.0, 0.1, 0.0], [0.2, -0.1, 0.0], [0.0, 0.0, 0.0], [0.0, 0.0, -0.1], [0.0, 0.1, -0.2], [0.0, 0.0, 0.0], [0.0, 0.0, 0.1], [0.0, 0.0, 0.0], [0.0, -0.1, 0.1], [0.0, 0.0, 0.0], [0.0, 0.0, 0.0], [0.0, 0.0, 0.0], [0.0, 0.0, 0.0], [0.2, -0.1, 0.0], [0.0, 0.0, 0.0], [0.0, 0.0, 0.0], [0.0, 0.0, 0.0], [-0.1, 0.0, 0.0], [0.0, 0.0, 0.0], [0.0, 0.0, 0.0], [0.0, 0.0, 0.0], [0.0, -0.2, 0.1], [-0.1, 0.0, 0.0], [0.0, 0.0, 0.0], [0.0, 0.0, 0.0], [0.0, 0.1, 0.0], [-0.2, 0.4, -0.1], [0.0, 0.0, 0.0], [0.0, 0.0, 0.0], [0.0, 0.0, 0.0], [0.0, 0.0, 0.1], [0.0, 0.0, 0.0], [0.0, 0.0, -0.1], [0.0, -0.1, 0.0], [0.0, 0.0, 0.0], [0.0, 0.0, 0.0], [0.1, 0.0, 0.0], [0.0, 0.0, -0.2], [0.0, 0.0, 0.0], [0.0, -0.4, -0.2], [0.0, 0.0, 0.0], [-0.1, 0.1, -0.1], [0.0, 0.0, 0.0]],
  "lowdin_charge": [-0.097, -0.354, 0.142, -0.053, 0.029, -0.168, 0.115, -0.520, 0.114, 0.086, 0.391, -0.099, 0.089, 0.114, -0.065, -0.055, -0.070, 0.108, -0.025, -0.051, 0.115, -0.075, -0.029, 0.096, -0.052, 0.061, 0.150, -0.080, -0.032, 0.114, -0.063, -0.217, 0.115, -0.350, 0.096, -0.071, 0.087, 0.086, 0.111, -0.053, -0.710, 0.091, 0.101, 0.113, -0.351, 0.117, 0.082, 0.116, -0.105, -0.078, -0.057, 0.115, 0.081, 0.866, 0.114, 0.113, 0.114, -0.092, -0.053, 0.380, 0.454, -0.053, 0.093, -0.061, -0.318, 0.094, 0.544, 0.096, -0.386, -0.058],
  "homo_lumo_gap_ev": [6.47, 6.47],
  "e_above_lowest_kj_mol": 8.0,
  "mol_weight_g_mol": 701.08,
  "lumo_ev": [-5.022, -5.021],
  "charge": 1,
  "e_homo_ev": [-11.49, -11.49]
}

{
  "formula": "C3H5BrSi",
  "method": "ωB97M-V/def2-TZVPD",
  "species": ["H", "Br", "H", "H", "H", "Si", "H", "C", "C", "C"],
  "coordinates": [[1.07363, 1.57637, 1.71102], [-3.40372, 3.22171, -0.55531], [-0.21866, -0.44140, 2.10742], [-1.03451, 1.30899, 0.36691], [1.79749, 0.51348, -1.02582], [0.24061, 0.62177, 1.04369], [-0.44377, -3.16844, -1.17895], [1.15691, -0.08895, -0.37492], [0.62259, -1.19984, -0.92697], [0.20943, -2.34369, -1.16708]],
  "forces_ev_per_angstrom": [[0.4, 0.7, 0.4], [0.1, -0.1, 0.0], [0.4, 0.9, -1.2], [1.1, -0.5, 0.9], [0.0, -0.1, 0.4], [-2.0, -0.5, 0.2], [-0.1, -0.6, -0.4], [0.2, 0.7, -0.9], [-0.3, -2.5, 0.0], [0.2, 1.9, 0.4]],
  "lowdin_charge": [-0.106, -0.017, -0.045, -0.070, 0.063, 0.611, 0.022, -0.311, -0.283, 0.136],
  "homo_lumo_gap_ev": [8.79, 4.95],
  "e_above_lowest_kj_mol": 436.8,
  "mol_weight_g_mol": 149.06,
  "lumo_ev": [-1.203, -3.594],
  "e_homo_ev": [-9.99, -8.55]
}

Question: Which formula does entry 1 have?
Answer: C29H30N3O3P2PdS2